(1)
DFT (wB97M-V/def2-TZVPD) results for a structure of composition C21H28FeNO in a non-equilibrium geometry.

Last column: Mulliken charge in e.
Cartesian coordinates (Å):
Fe1 -1.2693 -0.1634 -0.1124  0.505
C1 -3.0163 0.4986 0.8799  -0.293
C2 -2.1803 -0.1537 1.8386  -0.800
C3 -0.9171 0.5251 1.8755  -0.954
H1 -2.4885 -0.9677 2.4883  0.330
C4 -0.9893 1.6287 0.9585  0.236
C5 -2.2751 1.5989 0.3320  -1.144
H2 -2.6549 2.3298 -0.3734  0.585
H3 -4.0648 0.2773 0.6928  0.480
H4 -0.1140 0.3437 2.5839  0.888
H5 -0.2513 2.4111 0.8466  0.213
C6 -1.0486 -1.0325 -2.1566  -0.570
C7 -1.8110 0.2114 -2.0218  -0.583
C8 -0.8439 1.2876 -2.0767  -1.051
H6 -2.8895 0.2914 -2.1338  0.592
C9 0.4253 0.7343 -2.3548  0.373
C10 0.3218 -0.6808 -2.3399  -1.397
H7 1.1364 -1.3852 -2.4969  0.420
H8 -1.4869 -2.0132 -2.3231  0.603
H9 -1.0768 2.3524 -2.0731  0.421
H10 1.2938 1.2942 -2.6903  0.762
O1 1.7920 1.2686 -0.1112  0.261
C11 2.6892 2.3473 -0.1257  6.898
C12 3.5917 1.7233 0.9755  -3.195
C13 2.0591 3.6365 0.3418  -4.364
C14 3.3936 2.5019 -1.4574  -3.983
C15 2.5923 0.5797 0.8957  -0.282
H11 3.5432 2.2789 1.9126  0.364
H12 4.6007 1.4764 0.6523  0.375
H13 2.9827 -0.3596 0.4861  0.147
H14 2.0024 0.4207 1.8048  0.134
H15 2.8587 4.3043 0.6747  0.755
H16 1.3748 3.4807 1.1797  0.360
H17 1.5344 4.1240 -0.4831  0.170
H18 4.2914 3.1127 -1.3046  0.702
H19 2.7332 3.0187 -2.1634  0.203
H20 3.6924 1.5293 -1.8646  0.336
C16 1.0132 -2.3252 1.5853  -1.064
C17 -0.2795 -2.7999 1.0682  0.208
C18 -0.7454 -4.1217 1.1901  -0.901
C19 -2.0101 -4.1790 0.5751  -0.997
C20 -2.2982 -2.8910 0.0845  0.473
C21 -3.5471 -2.5179 -0.6023  -1.322
N1 -1.2201 -2.0569 0.3657  1.106
H21 0.9233 -1.4825 2.2862  0.143
H22 1.7043 -2.0487 0.7760  -0.043
H23 1.4816 -3.1523 2.1419  0.421
H24 -0.1828 -4.9097 1.6743  0.401
H25 -2.6737 -5.0263 0.4649  0.445
H26 -3.7549 -3.2507 -1.3973  0.322
H27 -4.3989 -2.5501 0.0951  0.270
H28 -3.5434 -1.5198 -1.0641  0.041

## Properties
2S+1 = 6
Maximum force = 3.1 eV/Å
Highest occupied orbital energy (spin up / spin down) = 3.0 / -1.5 eV
Charge = -2
Energy relative to the best compared isomer or geometry (same formula, charge and spin) = 0.000 eV



(2)
DFT (wB97M-V/def2-TZVPD) results for a cluster of 4 separate species, C14H27BrN4O7P2S2 in total in a non-equilibrium geometry.

Last column: Mulliken charge in e.
Cartesian coordinates (Å):
N1 4.1624 -1.6475 1.5847  -0.602
P1 2.8865 -0.8724 2.4175  -0.105
O1 2.7470 0.5574 1.7488  -0.218
C1 1.3700 -1.8606 1.7573  0.587
Br1 0.8904 -1.3173 -0.1154  -0.100
O2 1.6722 -3.2242 1.6610  -0.312
S1 0.3204 -4.0984 1.8030  0.910
O3 0.6978 -5.3283 2.3756  -0.611
O4 -0.4520 -4.1223 0.6172  -0.374
O5 -0.3426 -3.1183 2.8322  -0.313
C2 0.2133 -1.7721 2.7616  -0.304
P2 -1.2278 -0.6550 2.3955  0.412
O6 -0.5830 0.6297 1.7172  -0.236
O7 -2.1049 -1.4457 1.3523  -0.398
S2 -2.1543 -0.2197 4.0159  -0.453
H1 3.8670 -1.9623 0.6626  0.324
H2 4.3786 -2.4727 2.1338  0.326
H3 2.9147 0.5812 0.7587  0.219
H4 0.5250 -1.5963 3.7803  0.522
H5 -1.0832 0.9558 0.9607  0.296
H6 -1.7534 -1.3751 0.4501  0.169
C3 -3.9400 -3.6902 -3.9376  -1.178
C4 -2.6197 -3.8117 -3.1852  -0.559
C5 -2.7063 -3.3107 -1.7390  0.302
C6 -3.0768 -1.8963 -1.6912  0.224
N2 -3.3496 -0.7765 -1.6542  -0.555
H7 -4.2559 -2.6496 -4.0222  0.340
H8 -3.8424 -4.0861 -4.9480  0.353
H9 -4.7318 -4.2464 -3.4333  0.302
H10 -1.8463 -3.2539 -3.7162  0.279
H11 -2.3050 -4.8557 -3.1680  0.369
H12 -1.7492 -3.4315 -1.2320  -0.048
H13 -3.4507 -3.8771 -1.1787  0.350
C7 -0.4012 3.4631 3.9376  -0.864
C8 -0.2583 4.8963 3.4399  -0.465
C9 -0.8483 5.1053 2.0398  -0.466
C10 -0.1815 4.2637 1.0501  0.205
N3 0.3425 3.5944 0.2747  -0.368
H14 0.1412 2.7625 3.3019  0.081
H15 0.0012 3.3679 4.9453  0.358
H16 -1.4475 3.1551 3.9638  0.294
H17 0.7966 5.1754 3.4323  0.312
H18 -0.7633 5.5749 4.1289  0.309
H19 -0.7367 6.1441 1.7294  0.300
H20 -1.9119 4.8645 2.0308  0.282
C11 2.8234 1.8215 -4.4277  -1.184
C12 1.5339 1.6729 -3.6271  -0.455
C13 1.6492 2.2101 -2.1934  -0.143
C14 2.6712 1.4898 -1.4503  0.355
N4 3.4721 0.9166 -0.8516  -0.603
H21 3.6377 1.2479 -3.9826  0.342
H22 2.6866 1.4585 -5.4457  0.357
H23 3.1333 2.8664 -4.4819  0.295
H24 1.2452 0.6200 -3.5985  0.241
H25 0.7299 2.2109 -4.1300  0.371
H26 0.7102 2.0991 -1.6590  0.146
H27 1.9042 3.2688 -2.1916  0.380

## Properties
Maximum force = 2.1 eV/Å
SMILES string = NP(O)[C@@]1(Br)OS(=O)(=O)O[C@@H]1P(O)(O)=S.CCCC#N.CCCC#N.CCCC#N
Highest occupied orbital energy = -9.1 eV



(3)
DFT (wB97M-V/def2-TZVPD) results for the ion C7H15NPS with charge +1 in a non-equilibrium geometry.

Last column: Mulliken charge in e.
Cartesian coordinates (Å):
N1 1.3985 -3.1596 -0.6381  -0.472
C1 0.5989 -2.2266 0.6377  -0.311
P1 -0.9750 -1.6331 -0.2727  -0.020
C2 0.0313 -0.0547 -0.7842  -0.134
C3 -0.8595 1.0781 -1.3722  -1.238
C4 -1.5853 1.9024 -0.3018  -0.303
C5 -0.5417 2.4368 0.6824  -0.781
C6 0.1940 1.3437 1.4423  -0.454
C7 0.9474 0.4296 0.3852  -0.192
S1 1.5882 -1.0519 1.3433  -0.071
H1 1.6690 -2.6652 -1.4458  0.302
H2 0.5241 -3.5970 -0.9860  0.373
H3 2.1616 -3.7704 -0.1845  0.363
H4 0.3187 -3.0315 1.3835  0.450
H5 -1.3388 -1.2325 0.8950  0.027
H6 0.5179 -0.4749 -1.6961  0.326
H7 -1.7060 0.6768 -1.9825  0.325
H8 -0.2950 1.6581 -1.9839  0.554
H9 -2.2772 1.0749 0.2296  0.189
H10 -2.0127 2.8327 -0.7857  0.315
H11 0.1828 3.0623 0.0905  0.344
H12 -1.0465 3.1512 1.3174  0.352
H13 1.1189 1.6934 2.1041  0.328
H14 -0.5082 0.6845 2.0221  0.259
H15 1.8947 0.8729 -0.0996  0.469

## Properties
Maximum force = 3.9 eV/Å
SMILES string = [NH3+][C@@H]1P[C@H]2CCCC[C@H]2S1
Highest occupied orbital energy = -13.2 eV
Charge = +1
Energy relative to the best compared isomer or geometry (same formula, charge and spin) = 0.000 eV